Entry 1:
Computed, not measured: C5H4O2 in the gas phase, with ωB97M-V with the def2-TZVPD basis set.

Positions of all 11 atoms, in Å:
O1 2.0481 -1.5756 0.8378
C1 1.3912 -0.7292 0.3981
O2 -0.5910 -1.0316 0.7936
C2 -1.4886 -0.9893 -0.3889
C3 -1.1550 0.2444 0.4195
C4 -0.1037 1.0109 -0.1644
C5 1.1645 0.4676 -0.2600
H1 -0.8449 -1.0723 -1.2826
H2 -1.9231 0.7231 1.0256
H3 -0.2966 2.0073 -0.5515
H4 1.9521 0.8570 -0.8947

Output
- E_HOMO (spin up / spin down): -7.4638 / -7.4610 eV
- Energy relative to the best compared isomer or geometry (same formula, charge and spin): 485.4 kJ/mol
- E_LUMO (spin up / spin down): -0.026 / -0.026 hartree
- Electronic energy: -9339.1513 eV
- Gap between HOMO and LUMO (spin up / spin down): 6.8 / 6.8 eV


Entry 2:
Computed, not measured: 2 unconnected molecules or ions with the total composition C4H12, with ωB97M-V with the def2-TZVPD basis set.

Positions of all 16 atoms, in Å:
C1 -0.2238 2.2360 1.2077
C2 -1.2175 1.2391 1.3452
H1 -0.0484 2.8392 2.0915
H2 0.7783 1.8279 0.8365
H3 -0.3134 2.8590 0.2674
H4 -1.3225 0.4907 0.5504
H5 -1.3317 0.7188 2.3167
H6 -2.2774 1.7018 1.4175
C3 0.3015 -1.2659 -0.8409
C4 1.2253 -2.1922 -1.6430
H7 0.7779 -1.0124 0.1151
H8 0.0757 -0.3418 -1.3839
H9 -0.6444 -1.7970 -0.7112
H10 2.1199 -1.6816 -1.9861
H11 0.6667 -2.5313 -2.5145
H12 1.4339 -3.0905 -1.0684

Output
- E_HOMO (spin up / spin down): -15.0803 / -15.0793 eV
- Energy relative to the best compared isomer or geometry (same formula, charge and spin): 32.2 kJ/mol
- Charge: +1
- E_LUMO (spin up / spin down): -0.127 / -0.414 hartree
- <S²>: 0.754
- Multiplicity: 2
- Electronic energy: -4330.8984 eV
- Gap between HOMO and LUMO (spin up / spin down): 11.6 / 3.8 eV


Entry 3:
Computed, not measured: a molecular structure, C40H46N3O8PS2SbV, with ωB97M-V with the def2-TZVPD basis set.

Positions of all 102 atoms, in Å:
V1 -0.2861 -0.3509 0.2058
O1 3.7469 -0.7482 1.7485
S1 2.4497 -1.3158 2.0136
O2 1.9960 -1.3046 3.3744
O3 1.4520 -0.7150 1.0725
C1 2.5573 -3.0174 1.4458
C2 3.8440 -3.5396 1.4310
C3 4.0775 -4.8404 1.0130
C4 3.0236 -5.6250 0.5850
C5 1.7354 -5.1124 0.5897
C6 1.4880 -3.8174 1.0250
S2 -0.2372 -3.3289 1.0640
O4 -0.4393 -2.6555 2.3266
O5 -0.9948 -4.5311 0.8372
O6 -0.4169 -2.3776 -0.0898
H1 4.6568 -2.8995 1.7429
H2 5.0880 -5.2302 1.0164
H3 3.1953 -6.6394 0.2480
H4 0.8948 -5.7121 0.2724
O7 -2.5094 -0.5795 -3.0772
C7 -1.5618 -0.2073 -2.4262
O8 -1.5999 0.0620 -1.1409
C8 -0.2025 0.0891 -3.0880
P1 1.1121 -0.3472 -1.8979
C9 1.7410 -1.9687 -2.3903
C10 3.0458 -2.3274 -2.0606
C11 3.4992 -3.6104 -2.3251
C12 2.6533 -4.5405 -2.9110
C13 1.3467 -4.1917 -3.2218
C14 0.8865 -2.9121 -2.9561
C15 2.4735 0.8197 -2.1292
C16 2.9552 1.1302 -3.4022
C17 3.9706 2.0576 -3.5483
C18 4.5098 2.6787 -2.4257
C19 4.0430 2.3662 -1.1602
C20 3.0246 1.4334 -1.0093
H5 -0.1414 1.1727 -3.2265
H6 -0.1395 -0.3946 -4.0608
H7 3.7024 -1.6067 -1.5871
H8 4.5115 -3.8872 -2.0610
H9 3.0074 -5.5444 -3.1099
H10 0.6772 -4.9215 -3.6586
H11 -0.1445 -2.6586 -3.1724
H12 2.5329 0.6420 -4.2735
H13 4.3440 2.3013 -4.5349
H14 5.2994 3.4097 -2.5429
H15 4.4578 2.8475 -0.2846
H16 2.6692 1.1742 -0.0217
C21 0.1564 3.9777 -0.0537
C22 -0.1928 2.6581 -0.2944
N1 0.0476 1.7023 0.6359
C23 0.6396 2.0422 1.7724
C24 1.0329 3.3550 2.1171
C25 0.7576 4.3447 1.1294
C26 1.5913 3.5497 3.4069
C27 2.1944 4.6373 4.0245
C28 2.7992 5.8155 3.5209
C29 3.2783 6.8065 4.4216
C30 3.9100 7.9041 3.9153
N2 4.1105 8.1010 2.5941
C31 3.6353 7.1228 1.8314
N3 3.0068 6.0177 2.1894
H17 -0.0538 4.7234 -0.8104
H18 -0.6990 2.3445 -1.1950
H19 0.8316 1.2342 2.4707
H20 1.0441 5.3671 1.3081
H21 1.4770 2.6822 4.0523
H22 2.3155 4.5276 5.0983
H23 3.1413 6.6865 5.4886
H24 4.2862 8.6812 4.5744
H25 3.7778 7.2526 0.7603
C32 -4.1984 -2.5614 1.1734
C33 -3.5832 -2.0415 2.4699
C34 -4.5845 -1.9759 3.6152
Sb1 -2.5223 -0.2181 1.9995
C35 -4.0484 1.0570 1.1409
C36 -3.5219 2.4896 1.1290
C37 -5.4347 0.9720 1.7660
C38 -2.0313 0.6988 3.8927
C39 -3.1966 1.2537 4.7021
C40 -1.2003 -0.3082 4.6862
H26 -4.6485 -3.5435 1.3421
H27 -3.4460 -2.6791 0.3913
H28 -4.9807 -1.8968 0.7960
H29 -2.7658 -2.7041 2.7533
H30 -5.3774 -1.2462 3.4454
H31 -4.0966 -1.7324 4.5599
H32 -5.0593 -2.9551 3.7357
H33 -4.0956 0.6960 0.1091
H34 -3.3831 2.8781 2.1414
H35 -4.2290 3.1510 0.6185
H36 -2.5638 2.5623 0.6134
H37 -5.4240 1.2391 2.8247
H38 -5.8656 -0.0258 1.6722
H39 -6.1089 1.6704 1.2592
H40 -1.3864 1.5319 3.5938
H41 -3.9121 0.4762 4.9734
H42 -3.7342 2.0343 4.1621
H43 -2.8215 1.6945 5.6309
H44 -1.8086 -1.1635 4.9937
H45 -0.8085 0.1629 5.5926
H46 -0.3552 -0.7023 4.1186

Output
- E_HOMO (spin up / spin down): -2.5745 / -5.1160 eV
- Energy relative to the best compared isomer or geometry (same formula, charge and spin): 14.2 kJ/mol
- Charge: -1
- E_LUMO (spin up / spin down): 0.067 / 0.085 hartree
- <S²>: 3.805
- Multiplicity: 4
- Electronic energy: -126266.2119 eV
- Gap between HOMO and LUMO (spin up / spin down): 4.4 / 7.4 eV


Entry 4:
Computed, not measured: C3H6N6 in the gas phase, with ωB97M-V with the def2-TZVPD basis set.

Positions of all 15 atoms, in Å:
C1 1.2319 -0.1396 2.2683
C2 0.0038 0.0626 0.2328
C3 -1.3376 0.2356 -1.8103
H1 0.9490 -1.2876 2.4439
H2 2.2119 0.0584 2.7391
H3 0.4528 0.7490 2.6257
H4 2.2197 -0.0972 0.2359
H5 -0.4356 0.2409 -3.5787
H6 0.8331 0.6319 -1.6076
N1 1.2539 -0.3070 0.7786
N2 -1.0754 -0.2680 0.9072
N3 -2.3345 -0.5377 0.1215
N4 -2.4017 -0.1307 -1.0727
N5 -1.4844 0.3433 -3.0992
N6 -0.0868 0.4460 -1.1845

Output
- E_HOMO: -9.1483 eV
- Energy relative to the best compared isomer or geometry (same formula, charge and spin): 627.7 kJ/mol
- E_LUMO: -0.015 hartree
- Electronic energy: -12144.1877 eV
- Gap between HOMO and LUMO: 8.7 eV


Entry 5:
Computed, not measured: a molecular structure, C37H70Br12F3N3O7PS, with ωB97M-V with the def2-TZVPD basis set.

Positions of all 134 atoms, in Å:
C1 -5.3060 -1.7935 -0.9261
C2 -4.9442 -1.7815 0.3902
C3 -4.2694 -0.5840 0.9583
N1 -3.0967 -0.8497 1.8438
C4 -1.8653 -0.8973 1.4483
N2 -1.5963 -0.6664 0.0831
C5 -0.9604 -1.8467 -0.5663
C6 -1.9585 -3.0169 -0.4575
O1 -2.2670 -3.7578 -1.3536
C7 -0.7094 0.5219 0.0267
S1 -0.3564 0.9292 -1.7053
O2 -1.5146 0.5151 -2.4422
O3 0.8416 0.3143 -2.1940
C8 -0.3530 2.8110 -1.9352
F1 0.6385 3.1415 -2.7360
F2 -0.3320 3.4712 -0.7952
F3 -1.4888 3.1080 -2.5524
C9 0.5261 0.3673 0.9325
P1 1.8278 1.7224 0.7506
C10 3.1977 1.0426 -0.2928
C11 3.5332 1.9890 -1.4777
C12 2.5902 1.8323 2.4241
C13 3.4066 0.5798 2.8368
C14 0.0775 0.0778 2.3621
C15 -0.6803 1.2250 3.0528
O4 -0.6447 2.3898 2.2657
C16 -1.2577 3.4811 2.9335
O5 -1.1030 4.6133 2.1683
C17 0.0184 5.3996 2.5560
C18 0.2866 6.4579 1.5041
O6 1.2486 7.3509 2.0418
N3 -0.8308 -1.1228 2.2830
O7 -1.2774 -1.5266 3.5427
C19 -0.3100 -2.3761 4.2092
C20 -0.1775 -1.8746 5.6419
C21 0.9550 -2.7152 6.2652
C22 -1.4709 -2.1321 6.4445
C23 -2.1703 -0.8729 7.0030
C24 -3.1736 -0.2764 6.0080
C25 -1.2172 0.1921 7.5733
H1 -4.5739 -1.7411 -1.7330
H2 -6.3475 -1.9077 -1.2348
H3 -5.1283 -2.6769 0.9821
H4 -4.0183 0.1446 0.1917
H5 -5.0035 -0.1032 1.6062
H6 -3.2920 -0.9869 2.8300
H7 -0.0464 -2.2027 -0.0788
H8 -0.7294 -1.6831 -1.6530
H9 -2.4149 -3.2306 0.5305
H10 -1.3160 1.3605 0.3822
H11 1.0279 -0.5415 0.5846
H12 4.1131 0.9070 0.2810
H13 2.9184 0.0608 -0.6733
H14 4.5990 2.1970 -1.4921
H15 3.2069 1.5512 -2.4155
H16 3.0116 2.9325 -1.3146
H17 3.2985 2.6657 2.3829
H18 1.8520 2.0854 3.1842
H19 3.4134 0.4164 3.9117
H20 4.4238 0.6773 2.4689
H21 3.0060 -0.3018 2.3279
H22 0.9307 -0.1909 2.9753
H23 -1.7176 0.9831 3.3123
H24 -0.1897 1.4298 4.0138
H25 -2.3316 3.2777 3.0173
H26 -0.8067 3.6356 3.9226
H27 -0.1012 5.8756 3.5331
H28 0.8987 4.7488 2.6162
H29 -0.6423 6.9681 1.2460
H30 0.6801 5.9653 0.6129
H31 0.9205 8.2484 1.9631
H32 -0.6530 -3.4099 4.1931
H33 0.6562 -2.2797 3.7152
H34 0.0980 -0.8218 5.5684
H35 1.9088 -2.5852 5.7590
H36 1.0146 -2.5005 7.3300
H37 0.6366 -3.7573 6.1991
H38 -2.1816 -2.5998 5.7584
H39 -1.3095 -2.8388 7.2562
H40 -2.7835 -1.2160 7.8386
H41 -3.8414 0.3751 6.5749
H42 -3.8068 -1.0630 5.5967
H43 -2.6882 0.3347 5.2459
H44 -1.4718 0.4972 8.5849
H45 -1.2993 1.0959 6.9619
H46 -0.1672 -0.0920 7.5436
Br1 1.7576 -4.2684 -5.6291
C26 0.4436 -2.8379 -5.7197
C27 0.2967 -2.1338 -4.3987
Br2 -0.7528 -3.1816 -3.1098
H47 -0.4816 -3.2840 -6.0716
H48 0.8216 -2.1488 -6.4721
H49 -0.2584 -1.2049 -4.5192
H50 1.2564 -1.9218 -3.9367
Br3 4.7048 2.1734 -4.2338
C28 3.1044 3.2760 -4.2377
C29 3.0898 4.2305 -5.4006
Br4 4.2904 5.7323 -5.1120
H51 3.0672 3.7813 -3.2775
H52 2.2736 2.5757 -4.3125
H53 2.1019 4.6702 -5.5188
H54 3.3913 3.7589 -6.3301
Br5 4.3987 -2.7147 -8.6060
C30 2.9693 -1.4713 -9.0291
C31 3.2717 -0.0823 -8.5379
Br6 3.0151 0.0415 -6.6083
H55 2.0618 -1.8767 -8.5922
H56 2.8857 -1.4879 -10.1137
H57 2.5787 0.6366 -8.9698
H58 4.2903 0.2290 -8.7435
Br7 5.1923 3.9796 3.1227
C32 5.8264 3.8292 4.9606
C33 7.0477 2.9578 5.0685
Br8 6.6092 1.0680 4.9403
H59 4.9924 3.4638 5.5503
H60 6.0634 4.8475 5.2601
H61 7.5100 3.0777 6.0454
H62 7.7787 3.1630 4.2937
Br9 2.0407 -5.5740 -9.7794
C34 1.9654 -7.5134 -9.6552
C35 1.7629 -7.9652 -8.2331
Br10 3.4012 -7.8233 -7.1937
H63 2.8822 -7.8940 -10.0926
H64 1.1206 -7.8090 -10.2734
H65 1.4957 -9.0192 -8.2031
H66 1.0082 -7.3849 -7.7119
Br11 -8.2337 -3.0199 -2.3153
C36 -9.8152 -1.8828 -2.3677
C37 -9.9971 -1.1239 -1.0808
Br12 -10.6856 -2.2601 0.3381
H67 -10.6557 -2.5281 -2.5997
H68 -9.6479 -1.1955 -3.1938
H69 -10.7382 -0.3380 -1.2072
H70 -9.0710 -0.6928 -0.7147

Output
- E_HOMO: -10.6842 eV
- Charge: +1
- E_LUMO: -0.113 hartree
- Electronic energy: -927079.4208 eV
- Gap between HOMO and LUMO: 7.6 eV


Entry 6:
Computed, not measured: a gas-phase ion, C4H6N (charge +1), with ωB97M-V with the def2-TZVPD basis set.

Positions of all 11 atoms, in Å:
C1 -0.4124 -0.1394 -0.5026
C2 0.6313 0.6210 -0.9094
C3 -1.9673 -1.7187 0.5998
C4 1.5617 1.1870 0.0566
N1 -1.3644 -0.8233 -0.0372
H1 0.9267 0.8032 -2.0012
H2 -2.5419 -2.4603 0.0960
H3 -2.0034 -1.7042 1.7723
H4 1.3479 0.7095 1.0109
H5 1.1671 2.2855 0.1987
H6 2.6546 1.2397 -0.2838

Output
- E_HOMO: -14.8959 eV
- Energy relative to the best compared isomer or geometry (same formula, charge and spin): 176.9 kJ/mol
- Charge: +1
- E_LUMO: -0.217 hartree
- Electronic energy: -5724.9667 eV
- Gap between HOMO and LUMO: 9.0 eV


Entry 7:
Computed, not measured: C6H14N2 in the gas phase, with ωB97M-V with the def2-TZVPD basis set.

Positions of all 22 atoms, in Å:
C1 -0.6514 0.0338 2.2852
C2 -1.5603 0.3122 0.9930
C3 -0.6622 0.7680 -0.3522
N1 1.4471 0.6539 -2.3534
C4 1.0807 -0.3972 -1.5892
C5 0.0169 -0.4558 -0.7297
C6 1.6745 -1.8138 -2.0807
N2 -0.8320 1.1396 3.2780
H1 0.4793 -0.1016 2.2090
H2 -0.9527 -0.8911 2.8121
H3 -2.0035 -0.6603 0.6100
H4 -2.3431 1.0424 1.1899
H5 -0.0332 1.5748 -0.0725
H6 -1.4461 0.9374 -1.1661
H7 2.3671 1.0355 -2.3448
H8 0.9657 1.4414 -2.5172
H9 -0.4732 -1.3226 -0.2950
H10 0.8911 -2.3881 -2.5673
H11 2.4638 -1.7845 -2.7612
H12 2.0430 -2.3263 -1.0816
H13 -1.7221 1.1556 3.6822
H14 -0.7495 2.0468 2.8514

Output
- E_HOMO: -7.9496 eV
- Energy relative to the best compared isomer or geometry (same formula, charge and spin): 258.0 kJ/mol
- E_LUMO: 0.037 hartree
- Electronic energy: -9426.8107 eV
- Gap between HOMO and LUMO: 9.0 eV


Entry 8:
Computed, not measured: CH5O2P in the gas phase, with ωB97M-V with the def2-TZVPD basis set.

Positions of all 9 atoms, in Å:
C1 -0.7338 -0.0682 -0.9165
O1 -1.5744 -0.3029 0.1479
O2 1.1582 0.5284 1.2759
P1 1.3702 -0.2904 -0.1500
H1 -0.7740 0.9444 -1.3165
H2 -0.8592 -0.8302 -1.6752
H3 -1.4198 0.3635 0.8288
H4 1.8466 1.1829 1.4149
H5 0.9862 -1.5275 0.3907

Output
- E_HOMO: -8.4397 eV
- Energy relative to the best compared isomer or geometry (same formula, charge and spin): 103.5 kJ/mol
- E_LUMO: 0.025 hartree
- Electronic energy: -14500.6614 eV
- Gap between HOMO and LUMO: 9.1 eV


| no. | F_max (eV/A) |
| --- | --- |
| 1 | 1.05 |
| 2 | 1.80 |
| 3 | 0.48 |
| 4 | 4.93 |
| 5 | 3.11 |
| 6 | 4.40 |
| 7 | 4.84 |
| 8 | 3.24 |